Entry 1:
Computed, not measured: a 3-piece molecular cluster, C43H65N2O7P overall in a non-equilibrium geometry, with the ωB97M-V functional and the def2-TZVPD basis.

CARTESIAN COORDINATES (ANGSTROEM)
C (-2.377, -1.451, -4.969)
O (2.713, -4.894, 5.171)
H (-6.787, -0.173, -0.553)
H (-0.023, 0.171, 5.823)
H (4.657, -5.031, 3.301)
H (2.010, -2.413, -5.064)
C (-5.793, -0.917, -2.523)
H (0.149, 5.712, 0.573)
H (-4.791, 2.118, -3.194)
H (4.221, -5.952, 7.279)
H (1.404, 6.949, -0.106)
C (3.561, 2.261, -2.220)
C (-0.294, -0.889, 5.854)
H (-1.017, -1.292, 9.072)
C (0.163, 0.402, 8.518)
H (0.918, 0.702, 7.786)
C (1.244, -2.459, -4.162)
C (-3.412, 4.645, -3.203)
C (1.310, 5.879, 0.358)
C (-4.267, -1.377, -2.949)
C (-0.207, -3.069, -4.621)
H (4.293, -4.004, 6.179)
C (3.380, 4.283, -4.174)
C (1.753, 0.082, 0.905)
P (-0.260, -3.899, -0.050)
H (-4.545, -2.183, -5.084)
O (-1.020, -1.179, 7.047)
C (1.838, -2.162, -1.593)
H (1.045, -1.323, -3.855)
C (2.751, -0.804, -1.705)
O (4.478, -1.348, -3.655)
O (4.306, 2.220, 0.325)
H (-4.373, -0.300, -5.015)
C (2.668, 0.286, -0.440)
O (0.456, -5.088, 1.002)
C (0.925, -1.774, 5.658)
H (3.101, -7.293, 7.542)
H (3.378, -6.859, 5.078)
N (-4.926, 4.641, -2.946)
H (-6.328, -0.264, -3.343)
H (3.254, 5.425, -4.483)
C (3.425, 3.861, -2.587)
H (-2.787, -3.818, 0.642)
H (-6.782, 5.685, -3.969)
H (2.563, -5.611, 7.772)
C (3.457, 3.207, -5.420)
C (5.021, -4.841, 4.316)
C (-3.041, 5.621, -4.470)
H (4.011, 4.701, -0.431)
H (-2.113, -3.131, -3.354)
H (1.634, 3.652, -0.381)
H (-3.931, 1.299, -1.113)
H (3.120, 6.805, -2.787)
H (4.819, 6.543, -1.966)
C (3.590, 1.595, -5.072)
H (3.725, -3.193, 4.731)
H (-0.316, -2.839, -5.783)
C (-5.100, 1.331, -1.070)
H (0.512, -1.730, 8.333)
H (1.304, -4.638, 1.349)
C (3.944, -4.178, 5.157)
C (3.299, 4.955, -1.330)
H (0.609, 0.491, 9.513)
H (-4.144, -2.492, -2.590)
H (3.399, 3.497, -6.569)
C (1.918, -3.231, -2.854)
H (-2.600, 4.025, -2.590)
H (-4.950, -0.861, -0.398)
H (1.043, 4.835, -1.751)
C (-1.854, -3.118, 0.752)
H (-1.103, -1.541, -3.045)
C (-5.619, 5.540, -3.946)
C (0.841, -1.276, 1.017)
H (-0.188, -4.233, -4.437)
O (2.529, 0.437, 3.786)
H (-0.985, -1.056, 5.022)
H (5.909, -4.205, 4.260)
C (3.588, 1.666, -0.657)
C (-5.702, -0.201, -1.049)
C (3.643, 6.499, -1.786)
H (-6.641, 1.872, -2.768)
H (-3.505, -0.674, -2.390)
H (-5.278, 4.026, -0.793)
O (1.778, 1.127, 1.960)
H (3.618, 0.736, -5.883)
H (-5.491, 1.866, -0.092)
H (1.325, -4.218, -2.602)
C (1.731, 4.772, -0.777)
C (2.750, -6.216, 5.703)
H (1.387, -1.576, 4.685)
H (0.648, -2.832, 5.710)
H (-6.832, 4.173, -1.928)
H (-1.567, -2.953, 1.893)
N (2.861, 1.000, 2.749)
H (-1.949, -0.344, -5.046)
H (1.852, 5.739, 1.389)
H (3.423, 7.223, -0.882)
C (3.720, -0.430, -3.016)
C (3.184, -6.272, 7.158)
H (-6.407, -1.918, -2.375)
H (5.325, -5.803, 4.738)
C (-4.502, 6.214, -4.956)
H (-1.984, 5.870, -4.918)
H (-2.355, -2.000, -6.029)
H (0.140, -1.454, 1.967)
H (-2.042, -2.042, 0.270)
H (-0.668, 1.110, 8.438)
C (0.906, -2.353, -0.258)
C (-5.686, 3.846, -1.886)
C (-5.612, 2.239, -2.338)
H (1.732, -6.611, 5.627)
H (3.060, -3.473, -3.092)
H (1.679, -1.595, 6.428)
C (-0.317, -1.018, 8.275)
C (-3.961, -1.312, -4.559)
H (-4.728, 6.975, -5.843)
C (-1.473, -2.298, -3.890)
C (3.635, 1.172, -3.487)

Calculated values
- E_tot (hartree) = -2653.7399
- HOMO-LUMO gap (eV) = 5.864
- M (g mol⁻¹) = 753.0
- F_max (eV Å⁻¹) = 8.65

Mulliken population analysis, charges in e, atoms 1 to 4:
1 C -0.580
2 O -0.372
3 H 0.329
4 H 0.349

=====

Entry 2:
Computed, not measured: a 3-piece molecular cluster, C43H72BClN4O7S overall in a non-equilibrium geometry, with the ωB97M-V functional and the def2-TZVPD basis.

CARTESIAN COORDINATES (ANGSTROEM)
C (1.844, -4.703, 0.020)
O (0.143, 0.803, -1.470)
C (-5.787, 3.421, -1.765)
H (-0.359, -3.443, -1.182)
H (11.104, -4.349, -3.991)
H (-0.070, -5.140, 1.196)
H (-6.728, 0.971, -1.694)
H (10.888, -1.629, -2.657)
C (-11.225, 7.433, 2.171)
H (-5.258, 4.391, -2.056)
C (1.767, 3.139, -2.807)
C (-9.515, 3.511, 3.039)
H (11.131, -2.832, 0.940)
S (0.255, 3.703, -3.233)
C (-5.070, 0.523, -3.112)
H (-3.696, -2.623, -2.045)
C (10.617, -2.486, 0.038)
C (1.988, -0.658, -0.687)
H (-12.179, 4.223, 3.021)
H (-2.528, -0.234, -3.856)
H (12.312, -3.081, -3.992)
C (-10.126, 4.916, 3.256)
C (1.720, -5.037, 4.794)
C (-3.862, -1.890, -2.924)
H (0.460, -1.033, -3.128)
C (3.810, -2.847, 0.515)
C (-6.822, 3.622, -0.523)
C (11.551, -3.563, -3.371)
C (1.017, -4.828, 1.413)
H (-5.276, -0.882, -1.379)
H (0.956, -3.788, 1.884)
C (4.347, -1.371, 0.494)
H (-7.316, 0.607, -3.432)
C (10.452, -2.550, -3.056)
C (-1.384, -2.236, -3.586)
C (-8.946, 8.398, 1.944)
H (-11.174, 7.325, 1.081)
N (11.210, -4.638, -1.100)
C (12.208, -4.202, -2.124)
H (-4.877, 0.556, -4.240)
H (8.701, -2.365, -1.826)
H (7.248, -3.219, 2.897)
H (-9.068, 7.404, 4.844)
H (-8.956, 8.186, 0.871)
O (6.109, 0.395, 1.577)
H (-7.671, 3.093, -2.898)
H (2.734, -4.092, 3.051)
H (-10.888, 5.857, 5.123)
H (11.291, -1.824, -0.503)
H (13.892, -4.957, -3.298)
C (13.202, -3.216, -1.451)
H (12.559, -6.087, -3.235)
H (9.452, -4.700, 1.028)
C (3.544, 1.227, -0.401)
H (1.398, -3.935, 4.919)
O (10.654, -5.800, -1.529)
H (-6.310, 4.221, 0.298)
C (-10.322, 4.989, 4.791)
H (2.562, -5.193, 5.567)
C (13.111, -5.354, -2.641)
H (-12.442, 6.556, 3.731)
H (-1.846, -3.261, -3.393)
H (-11.677, 8.412, 2.359)
H (-9.359, 4.992, 5.309)
H (9.784, -1.853, 0.361)
H (-10.752, 7.938, 4.681)
H (8.264, -3.564, 0.387)
H (13.183, -3.302, -0.361)
H (8.470, -5.121, -0.387)
C (1.453, -2.105, -0.669)
H (-13.090, 6.360, 2.120)
N (2.411, 1.739, -1.201)
C (2.383, -3.188, -0.049)
C (0.015, -2.371, -1.289)
O (6.877, -1.902, 1.202)
H (-1.301, -2.131, -4.729)
C (9.439, -3.134, -2.083)
C (9.014, -4.309, 0.104)
H (0.755, -2.815, -3.414)
C (-5.101, -0.962, -2.509)
Cl (4.787, -4.226, 1.167)
H (-0.738, -1.667, -0.772)
C (-9.795, 7.387, 2.760)
H (-6.193, 3.099, -4.030)
C (0.044, -2.069, -2.887)
H (-9.403, 3.255, 1.982)
H (13.605, -5.876, -1.817)
H (-4.232, 1.119, -2.616)
C (-6.568, 2.763, -3.003)
H (-9.423, 8.991, 4.239)
H (1.078, -4.922, -0.810)
H (-11.425, 4.709, 1.518)
H (5.839, -2.045, 3.079)
H (14.241, -3.419, -1.731)
C (3.401, -0.329, -0.138)
C (1.355, 0.705, -1.192)
H (-4.047, -2.521, -3.862)
B (5.787, -0.935, 1.084)
H (-2.134, -0.677, -2.113)
C (6.911, -2.160, 2.652)
C (10.101, -3.682, -0.800)
H (8.879, -3.932, -2.586)
C (2.397, -5.153, 3.341)
O (1.565, -5.789, 2.341)
H (13.008, -2.175, -1.718)
H (-6.049, -1.466, -2.940)
H (-7.759, 4.136, -0.917)
N (2.696, 2.264, -2.458)
H (-8.532, 3.435, 3.516)
O (-8.823, 5.699, 1.522)
H (0.877, -5.775, 4.987)
C (-12.159, 6.346, 2.695)
H (7.531, -1.365, 3.211)
H (-9.351, 9.409, 2.056)
H (-10.883, 4.121, 5.150)
H (-7.907, 8.417, 2.284)
H (-10.151, 2.737, 3.478)
C (-11.513, 4.974, 2.580)
H (5.357, 0.667, 2.146)
C (-2.471, -1.114, -3.119)
H (9.945, -2.266, -3.984)
H (2.675, -5.475, -0.084)
C (-6.535, 1.170, -2.815)
C (-9.768, 7.953, 4.206)
H (-4.993, 2.687, -1.369)
O (4.392, 2.071, -0.060)
H (3.378, -5.757, 3.440)
H (-7.078, 2.568, -0.151)
N (-9.220, 6.006, 2.784)

Calculated values
- E_tot (hartree) = -3310.1530
- HOMO-LUMO gap (alpha / beta) (eV) = 7.414 / 8.021
- M (g mol⁻¹) = 835.4
- <S²> = 2.01
- spin multiplicity = 3
- F_max (eV Å⁻¹) = 5.68

Mulliken population analysis, charges in e, atoms 1 to 4:
1 C -1.035
2 O -0.449
3 C -0.353
4 H 0.336

=====

Entry 3:
Computed, not measured: a 17-piece molecular cluster, C43H77BrN19O6P3Si overall in a non-equilibrium geometry, with the ωB97M-V functional and the def2-TZVPD basis.

CARTESIAN COORDINATES (ANGSTROEM)
H (-4.135, 12.107, 3.579)
H (5.420, -4.468, 5.083)
H (-0.859, 0.134, -3.285)
H (5.026, 5.624, -5.799)
N (-4.744, -1.018, -0.734)
H (4.769, -9.135, 5.092)
P (1.488, 2.422, -3.255)
H (-4.838, 1.098, -0.927)
H (0.320, -4.913, -5.061)
N (3.348, 4.589, 0.441)
H (-4.045, 3.395, 6.563)
H (-11.799, -2.680, 0.593)
O (3.504, 3.628, -1.360)
H (6.364, -3.252, 5.932)
N (-7.200, -0.867, -1.237)
O (4.396, 1.431, -2.443)
C (-2.796, 3.930, 3.256)
C (1.357, -0.075, -0.978)
C (-0.341, 0.570, 3.322)
H (3.155, -9.006, 4.413)
H (9.357, -6.321, -5.694)
H (8.888, -4.919, -6.641)
H (2.716, -3.031, -1.376)
P (0.771, -1.586, 1.339)
H (4.905, -5.632, 2.267)
H (-2.594, 4.719, 1.307)
C (-1.745, 7.362, 3.265)
C (-6.577, 4.790, -1.834)
H (-1.184, -4.449, -5.851)
C (-10.290, -2.087, -0.761)
H (-5.766, -4.430, -4.485)
H (1.835, 0.319, 3.242)
H (-3.217, 7.939, 4.666)
H (-7.537, 0.074, -1.440)
C (-4.320, 0.355, -0.303)
C (0.942, -0.248, 3.549)
Br (-0.057, 2.985, -0.087)
H (-4.117, 13.133, 5.007)
N (-2.864, -4.067, -5.705)
H (-0.573, 0.745, 2.260)
C (-3.876, -3.831, -5.215)
C (5.577, -5.790, 1.424)
H (6.013, -2.209, -2.862)
N (-4.339, 3.720, -1.042)
O (1.521, -2.949, 0.879)
H (5.612, -2.865, 4.393)
H (-0.162, 1.571, 3.752)
H (-6.662, 5.823, -1.500)
C (-4.048, 4.097, 7.397)
H (0.914, -4.151, 3.091)
C (-11.570, -2.718, -0.472)
H (2.670, -0.320, 0.710)
C (-5.020, 3.716, 8.412)
H (-4.913, 11.565, 5.060)
N (-5.586, -0.704, -2.929)
H (-5.030, -3.102, -3.600)
N (5.367, -3.879, -0.330)
H (-1.600, 7.777, 5.332)
H (2.351, 0.006, -1.447)
H (-5.197, -1.449, 0.070)
C (7.058, -2.028, -3.111)
C (-0.351, -4.076, -5.255)
H (-2.837, -0.619, -2.234)
N (-1.819, 10.997, 5.432)
C (0.991, -5.129, 3.566)
O (4.221, 3.673, -3.768)
N (-2.346, 3.532, 4.235)
H (2.677, -4.644, -0.703)
H (7.655, -2.352, -2.259)
C (-1.233, 0.788, -2.468)
N (8.267, -4.445, 3.695)
H (-11.571, -3.766, -0.771)
N (-1.195, -3.007, -3.038)
H (0.192, -3.352, -5.862)
C (8.759, -5.994, -6.545)
C (-3.368, 4.433, 2.017)
H (-3.989, 5.311, 2.191)
H (2.507, 6.930, 2.413)
H (0.638, -5.869, 2.848)
H (2.864, 5.540, 3.432)
H (7.190, -0.950, -3.211)
H (3.723, 6.715, -6.249)
N (-1.418, 6.783, 2.328)
C (-2.106, -0.153, -1.556)
H (-3.994, 3.685, 1.531)
H (-5.731, -2.818, -5.183)
H (0.904, -0.983, -1.410)
H (1.699, -4.308, -2.213)
H (1.305, 5.664, 2.624)
H (7.713, -6.175, -6.298)
C (-0.822, -3.479, -4.016)
N (2.893, 3.853, -7.319)
H (-4.263, 5.085, 6.991)
C (4.344, 5.894, -6.605)
H (-4.652, 0.544, 0.732)
H (6.591, -5.854, 1.818)
P (3.502, 2.800, -2.572)
H (0.242, -2.799, -0.836)
C (-2.804, 11.483, 5.094)
C (2.373, 5.852, 2.510)
H (3.992, 0.782, -3.040)
C (-4.050, 12.101, 4.665)
N (5.002, -10.099, 2.080)
H (-4.579, -0.729, -3.110)
C (9.146, -6.691, -7.764)
C (4.653, -9.540, 3.021)
N (-5.788, 3.416, 9.212)
H (4.341, -7.750, 4.100)
C (7.324, -4.095, 4.249)
H (-7.652, -1.424, -1.945)
H (-2.003, 9.166, 4.338)
C (3.532, 4.756, -7.011)
C (-2.159, 8.095, 4.452)
C (4.210, -8.826, 4.209)
H (-6.653, 4.786, -2.921)
H (-2.663, 1.678, -0.592)
C (-2.793, 0.602, -0.394)
H (-1.224, 0.113, 3.791)
H (4.102, 3.148, -4.581)
H (5.332, -6.757, 0.982)
C (-5.158, -3.531, -4.593)
H (4.943, 6.269, -7.435)
N (9.451, -7.240, -8.726)
C (-5.800, -0.870, -1.683)
C (5.459, -4.719, 0.447)
O (-0.679, -1.635, 1.080)
H (-3.038, 4.123, 7.804)
H (1.363, 0.780, 1.115)
H (-1.806, 1.606, -2.932)
H (-1.432, -0.957, -1.229)
C (2.068, -3.916, -1.258)
C (2.350, -5.404, 3.992)
H (-12.383, -2.223, -1.002)
N (7.750, -3.273, -5.290)
H (1.516, 1.508, -4.350)
H (1.027, -0.402, 4.637)
C (0.908, -3.491, -0.310)
N (-9.276, -1.593, -0.990)
C (-5.326, 4.193, -1.391)
H (-7.435, 4.244, -1.441)
C (2.918, 5.145, 1.355)
N (3.427, -5.621, 4.327)
O (0.945, -1.573, 2.967)
Si (0.344, 1.393, -1.613)
H (-2.316, 0.321, 0.557)
H (0.298, -5.138, 4.407)
H (0.322, -4.407, -0.126)
C (6.127, -3.651, 4.946)
C (7.445, -2.724, -4.328)
C (1.585, -0.140, 0.563)

Calculated values
- E_tot (hartree) = -7064.0130
- HOMO-LUMO gap (eV) = 8.975
- M (g mol⁻¹) = 1157.1
- F_max (eV Å⁻¹) = 4.09

Mulliken population analysis, charges in e, atoms 1 to 4:
1 H 0.274
2 H 0.112
3 H 0.493
4 H 0.254

=====

- Which formula does entry 1 have?
  C43H65N2O7P

=====

- Among the records above, which one has the lowest E_tot?
  C43H77BrN19O6P3Si

=====

- Which of these has the lowest M?
  C43H65N2O7P

=====

- Number 1 is which compound?
  C43H65N2O7P